13
Properties=species:S:1:pos:R:3 method="wB97M-V/def2-TZVPD" homo_energy_ha="-0.30609 / -0.33105" molar_mass_g_mol=72.11 gap_ev="8.18 / 9.51" spin_multiplicity=1
C 0.5947 -1.0161 1.0968
C -0.6076 -0.1007 -1.3133
C 0.1658 -0.1630 2.3225
C 0.0954 0.5904 -2.1640
O -0.3322 1.4279 -3.1843
H 0.1017 -1.9125 0.7058
H -1.4558 -0.6759 -1.4211
H 0.7231 -0.3382 3.2810
H 0.0374 0.9365 2.0613
H -0.9547 -0.5120 2.6276
H 1.1563 0.9956 -1.8774
H 1.6922 -0.9190 0.8648
H -1.2164 1.6868 -2.9996